w:
ORCA calculation (ωB97M-V/def2-TZVPD) on one molecule with the formula C3H4O2S.

Element x y z (Å)
O -2.3103 -0.1567 -0.1534
C -1.4970 0.7178 0.0282
C -0.0253 0.5412 -0.0077
S 0.9309 1.8501 -0.0616
C 0.4541 -0.8525 0.0465
O 1.9098 -1.0413 -0.0808
H -1.7674 1.7056 0.2185
H 0.0900 -1.2309 1.0272
H -0.0596 -1.3821 -0.7749
H 2.2749 -0.1512 -0.2422

Computed properties:
**Net charge**: 0
**HOMO level**: -0.364 Ha

x:
ORCA calculation (ωB97M-V/def2-TZVPD) on one molecule with the formula C3H4O2S.

Element x y z (Å)
C -1.2241 -0.5401 -0.9363
O -0.0403 0.2627 -0.5285
C 0.3793 0.0822 0.6488
S -0.0476 -1.1836 1.6145
C 1.4767 1.0683 0.8146
O 2.0569 1.3235 1.8112
H -1.2556 -0.5603 -2.2555
H -1.0618 -1.7225 -0.4857
H -2.3210 -0.1276 -0.5076
H 2.0375 1.3974 -0.1754

Computed properties:
**Net charge**: 0
**HOMO level**: -0.336 Ha

Which one is most stable, and which one is least stable? w is the most stable of them, while x is the least stable.